(P)
# C20H24N2O3

One molecule with the formula C20H24N2O3 (ωB97M-V/def2-TZVPD, the Open Molecules 2025 dataset).

```
49
Properties=species:S:1:pos:R:3
C 6.153 0.655 0.804
C 5.624 -0.518 1.095
C 4.917 -1.375 0.082
N 3.591 -0.845 -0.219
C 2.973 -1.545 -1.343
C 1.898 -0.716 -1.992
C 2.140 0.418 -2.623
C 2.736 -0.896 0.965
C 1.437 -0.172 0.754
C 1.409 1.172 0.554
C 2.645 2.009 0.544
N 0.230 1.824 0.344
C -0.973 1.183 0.304
C -2.155 1.895 0.060
C -3.361 1.241 0.024
C -3.420 -0.145 0.227
C -4.706 -0.879 0.193
O -4.817 -2.072 0.335
O -5.754 -0.065 -0.012
C -7.037 -0.689 -0.050
C -8.099 0.394 -0.012
C -2.253 -0.851 0.466
C -1.021 -0.205 0.511
C 0.216 -0.968 0.761
O 0.206 -2.177 0.951
H 6.645 1.263 1.545
H 6.116 1.055 -0.196
H 5.678 -0.905 2.104
H 4.865 -2.416 0.444
H 5.489 -1.364 -0.850
H 3.754 -1.736 -2.085
H 2.555 -2.513 -1.027
H 0.890 -1.105 -1.933
H 1.355 0.994 -3.083
H 3.138 0.818 -2.695
H 2.496 -1.937 1.240
H 3.286 -0.433 1.789
H 3.434 1.472 0.025
H 2.982 2.196 1.564
H 2.468 2.965 0.057
H 0.248 2.823 0.186
H -2.105 2.963 -0.098
H -4.273 1.786 -0.163
H -7.125 -1.369 0.805
H -7.111 -1.286 -0.967
H -9.084 -0.060 -0.048
H -8.008 0.975 0.902
H -7.984 1.061 -0.862
H -2.287 -1.919 0.623
```

Its spin multiplicity is 1. As for the structure (SMILES): C=CCN(CC=C)Cc1c(C)[nH]c2ccc(C(=O)OCC)cc2c1=O. The HOMO energy comes out at -8.1 eV.



(Q)
# C20H24N2O3

One molecule with the formula C20H24N2O3 (ωB97M-V/def2-TZVPD, the Open Molecules 2025 dataset).

```
49
Properties=species:S:1:pos:R:3
C -6.144 -1.483 -1.849
C -5.764 -1.067 -0.427
C -4.670 -1.980 0.139
O -5.435 0.308 -0.312
C -4.432 0.809 -1.172
C -3.947 2.150 -0.623
C -3.455 2.041 0.824
N -2.387 1.082 0.977
C -1.085 1.438 1.044
O -0.717 2.598 1.035
C -0.116 0.302 1.133
C -0.442 -0.966 1.609
C 0.531 -1.948 1.660
C 1.827 -1.695 1.248
C 2.167 -0.426 0.788
N 3.457 -0.079 0.386
C 4.567 -0.871 0.283
O 4.579 -2.067 0.485
C 5.793 -0.126 -0.133
C 6.048 1.186 0.256
C 7.218 1.810 -0.139
C 8.137 1.137 -0.928
C 7.895 -0.174 -1.306
C 6.733 -0.805 -0.903
C 1.188 0.562 0.736
H -5.271 -1.497 -2.498
H -6.577 -2.479 -1.832
H -6.876 -0.790 -2.257
H -6.650 -1.152 0.214
H -3.781 -1.972 -0.488
H -5.039 -3.000 0.190
H -4.403 -1.658 1.144
H -3.587 0.112 -1.244
H -4.834 0.957 -2.185
H -3.142 2.518 -1.260
H -4.770 2.864 -0.649
H -4.289 1.742 1.463
H -3.065 3.006 1.152
H -2.635 0.110 0.894
H -1.436 -1.188 1.970
H 0.279 -2.930 2.032
H 2.577 -2.467 1.289
H 3.561 0.889 0.116
H 5.358 1.716 0.898
H 7.415 2.826 0.172
H 9.045 1.631 -1.238
H 8.615 -0.704 -1.911
H 6.532 -1.830 -1.177
H 1.424 1.559 0.392
```

Its spin multiplicity is 1. As for the structure (SMILES): CC(C)OCCCNC(=O)c1cccc(NC(=O)c2ccccc2)c1. The HOMO energy comes out at -8.7 eV.



Most favorable first, least favorable last: (Q), (P)



(P)
# C2H10O4

A 4-piece molecular cluster, C2H10O4 overall (ωB97M-V/def2-TZVPD, the Open Molecules 2025 dataset).

```
16
Properties=species:S:1:pos:R:3
C 2.429 0.319 0.982
C 1.179 0.047 1.333
O 0.288 -0.492 0.407
H 3.103 0.952 1.538
H 2.839 -0.205 0.122
H 0.806 0.377 2.299
H 0.245 0.237 -0.236
O 0.420 1.405 -1.737
H -0.365 1.789 -2.151
H 0.722 1.967 -1.007
O -2.043 -2.055 0.692
H -1.137 -1.784 0.556
H -2.353 -1.957 1.602
O -2.267 0.095 -1.490
H -2.417 -0.691 -0.946
H -1.451 -0.004 -1.963
```

Its spin multiplicity is 1. As for the structure (SMILES): C=CO.O.O.O. The HOMO energy comes out at -10.0 eV.



(Q)
# C2H10O4

A 4-piece molecular cluster, C2H10O4 overall (ωB97M-V/def2-TZVPD, the Open Molecules 2025 dataset).

```
16
Properties=species:S:1:pos:R:3
C -0.982 2.406 -0.213
C -0.142 1.337 -0.045
O 0.367 1.000 1.174
H -1.237 2.733 -1.267
H -1.324 2.830 0.787
H -0.255 0.502 -0.934
H 0.844 0.132 1.079
O 2.846 -1.055 1.153
H 2.218 -1.564 0.671
H 3.603 -1.501 0.694
O -2.772 -0.678 -0.181
H -3.266 -0.153 0.597
H -1.788 -0.483 -0.014
O 0.585 -1.660 -0.821
H 1.214 -1.383 -1.499
H 0.088 -2.463 -1.180
```

Its spin multiplicity is 1. As for the structure (SMILES): C=CO.O.O.O. The HOMO energy comes out at -8.6 eV.



Most favorable first, least favorable last: (P), (Q)



(P)
# O2

One molecule with the formula O2 (ωB97M-V/def2-TZVPD, the Open Molecules 2025 dataset).

```
2
Properties=species:S:1:pos:R:3
O 0.768 -0.135 0.191
O -0.768 0.135 -0.191
```

Its spin multiplicity is 1. As for the structure (SMILES): O=O. The HOMO energy comes out at -12.3 eV.



(Q)
# O2

One molecule with the formula O2 (ωB97M-V/def2-TZVPD, the Open Molecules 2025 dataset).

```
2
Properties=species:S:1:pos:R:3
O -0.623 0.238 0.398
O 0.623 -0.238 -0.398
```

Its spin multiplicity is 1. As for the structure (SMILES): O=O. The HOMO energy comes out at -12.1 eV.



(R)
# O2

A 2-piece molecular cluster, O2 overall (ωB97M-V/def2-TZVPD, the Open Molecules 2025 dataset).

```
2
Properties=species:S:1:pos:R:3
O 0.126 0.833 0.538
O -0.126 -0.833 -0.538
```

Its spin multiplicity is 1. The HOMO energy comes out at -13.2 eV.



Most favorable first, least favorable last: (Q), (P), (R)



(P)
# H9O5

A 5-piece molecular cluster, H9O5 overall (ωB97M-V/def2-TZVPD, the Open Molecules 2025 dataset).

```
14
Properties=species:S:1:pos:R:3
O -1.058 0.080 1.181
H -1.406 -0.192 2.037
O -3.016 0.238 -0.708
H -2.736 -0.516 -1.268
H -2.326 0.386 0.030
O 0.458 1.508 -0.475
H -0.088 2.266 -0.178
H -0.023 0.775 0.037
O 0.996 -1.746 0.799
H 0.172 -1.211 0.986
H 1.297 -1.675 -0.106
O 2.893 -0.238 -0.891
H 2.551 0.596 -1.318
H 2.285 -0.271 -0.125
```

Its spin multiplicity is 1. The HOMO energy comes out at -4.9 eV. As for the charge: -1.



(Q)
# H9O5

A 5-piece molecular cluster, H9O5 overall (ωB97M-V/def2-TZVPD, the Open Molecules 2025 dataset).

```
14
Properties=species:S:1:pos:R:3
O 0.652 0.365 -0.089
H 0.683 1.268 0.243
O 0.167 -0.519 2.585
H 0.412 -0.350 1.646
H -0.569 -1.115 2.440
O -1.030 0.246 -1.859
H -1.094 -0.685 -2.041
H -0.284 0.544 -1.074
O 3.283 -1.207 -0.054
H 3.812 -0.403 -0.131
H 2.418 -0.784 0.106
O -3.166 1.078 -0.487
H -2.530 0.659 0.074
H -2.756 0.904 -1.358
```

Its spin multiplicity is 1. The HOMO energy comes out at -5.2 eV. As for the charge: -1.



Most favorable first, least favorable last: (P), (Q)



(P)
# C6H13N4O2

An isolated ion of composition C6H13N4O2 and charge +1 (ωB97M-V/def2-TZVPD, the Open Molecules 2025 dataset).

```
25
Properties=species:S:1:pos:R:3
C -0.549 -3.081 -0.897
C -0.492 -1.680 -0.415
N 0.177 -0.725 -0.949
N 0.218 0.321 -0.094
C 0.747 1.717 -0.603
O 0.693 2.743 0.191
N 1.169 1.791 -1.862
N 1.418 3.137 -2.329
C -0.590 0.108 1.114
C 0.348 0.242 2.337
O -1.621 1.078 1.164
C -1.149 -1.368 0.900
H 0.023 -3.240 -1.898
H -1.577 -3.508 -0.906
H -0.125 -3.614 0.050
H 1.022 3.436 -0.303
H 1.348 0.937 -2.273
H 0.500 3.434 -2.704
H 2.253 3.296 -2.766
H 0.493 1.212 2.677
H 1.273 -0.128 2.075
H -0.008 -0.453 3.113
H -1.449 1.870 1.710
H -2.262 -1.441 0.816
H -0.942 -2.076 1.664
```

Its spin multiplicity is 1. As for the structure (SMILES): CC1=NN(/C(O)=[NH+]/N)[C@@](C)(O)C1. The HOMO energy (spin up / spin down) comes out at -12.5 / -12.5 eV. As for the charge: +1.



(Q)
# C6H13N4O2

An isolated ion of composition C6H13N4O2 and charge +1 (ωB97M-V/def2-TZVPD, the Open Molecules 2025 dataset).

```
25
Properties=species:S:1:pos:R:3
C -0.322 -0.105 2.020
N 0.661 0.498 1.035
C 2.134 0.372 1.242
C 0.192 0.038 -0.277
C -0.572 0.965 -1.153
C -1.962 0.502 -1.569
N -3.058 0.800 -0.805
N -3.280 1.359 0.194
O -3.756 1.827 1.164
C 0.325 -1.373 -0.546
N -0.042 -1.784 -1.797
O 0.877 -2.141 0.184
H -1.331 -0.356 1.556
H 0.275 -1.092 2.305
H -0.360 0.656 2.811
H 0.585 1.580 1.079
H 2.650 0.157 0.236
H 2.652 1.273 1.636
H 2.431 -0.509 1.931
H 0.018 1.008 -2.076
H -0.530 1.882 -0.427
H -2.222 0.982 -2.540
H -2.026 -0.696 -1.681
H 0.242 -1.147 -2.524
H 0.373 -2.703 -1.881
```

Its spin multiplicity is 1. As for the structure (SMILES): C[NH+](C)/C(CCN=[N+]=O)=C(/N)[O-]. The HOMO energy (spin up / spin down) comes out at -13.0 / -10.4 eV. As for the charge: +1.



Most favorable first, least favorable last: (P), (Q)



(P)
# C3H13O3S

A 4-piece molecular cluster, C3H13O3S overall (ωB97M-V/def2-TZVPD, the Open Molecules 2025 dataset).

```
20
Properties=species:S:1:pos:R:3
C 2.245 0.853 0.414
C 1.834 -0.569 -0.071
C 0.309 -0.852 -0.228
S -0.247 -1.752 1.393
H 3.054 1.367 -0.193
H 2.779 0.807 1.359
H 1.299 1.461 0.572
H 2.432 -1.043 -0.899
H 2.002 -1.227 0.765
H 0.094 -1.513 -1.108
H -0.203 0.078 -0.474
H -0.833 -1.062 -2.834
H -1.734 -0.072 -2.093
O -1.249 -0.136 -2.882
H -0.816 0.640 2.146
H -0.927 2.047 1.519
O -1.379 1.483 2.124
H -2.614 0.263 0.815
H -3.224 -0.865 -0.129
O -2.823 0.093 -0.196
```

Its spin multiplicity is 1. The HOMO energy comes out at -3.0 eV. As for the charge: -1.



(Q)
# C3H13O3S

A 4-piece molecular cluster, C3H13O3S overall (ωB97M-V/def2-TZVPD, the Open Molecules 2025 dataset).

```
20
Properties=species:S:1:pos:R:3
C -2.097 1.029 1.669
C -0.719 0.856 2.360
C 0.362 0.459 1.370
S 0.761 1.668 0.044
H -2.409 0.160 1.095
H -2.847 1.215 2.447
H -2.063 1.914 1.042
H -0.782 0.088 3.145
H -0.632 1.794 2.918
H 1.299 0.228 1.889
H 0.038 -0.509 0.970
H -0.727 -2.055 -1.961
H -0.799 -2.175 -0.493
O -0.640 -2.707 -1.254
H -0.777 0.482 -0.873
H -0.675 0.539 -2.298
O -1.353 0.277 -1.646
H 2.681 -1.641 -2.276
H 2.200 -2.614 -1.257
O 2.962 -2.396 -1.778
```

Its spin multiplicity is 1. The HOMO energy comes out at -3.1 eV. As for the charge: -1.



(R)
# C3H13O3S

A 4-piece molecular cluster, C3H13O3S overall (ωB97M-V/def2-TZVPD, the Open Molecules 2025 dataset).

```
20
Properties=species:S:1:pos:R:3
C 0.231 1.386 -2.992
C -0.592 0.805 -1.860
C 0.241 0.183 -0.709
S 0.056 0.801 0.993
H 1.173 0.877 -3.121
H 0.420 2.448 -2.894
H -0.209 1.206 -3.978
H -1.165 1.594 -1.378
H -1.409 0.167 -2.184
H 1.274 0.237 -1.014
H -0.035 -0.879 -0.648
H -2.184 -1.345 4.615
H -2.609 -0.252 5.566
O -2.853 -1.147 5.309
H -1.111 -0.635 2.321
H -0.259 -1.519 3.248
O -1.167 -1.253 3.083
H 2.688 -0.709 -1.669
H 3.857 -1.234 -0.944
O 3.653 -0.732 -1.745
```

Its spin multiplicity is 1. The HOMO energy comes out at -3.2 eV. As for the charge: -1.



Most favorable first, least favorable last: (Q), (R), (P)